# C60H49As2N2O4S2SbTc

A molecular structure, C60H49As2N2O4S2SbTc (ωB97M-V with the def2-TZVPD basis set, the Open Molecules 2025 dataset).

Geometry (Å):
Tc 0.892 -1.430 0.170
S 2.347 -1.052 4.384
C 0.634 -1.135 4.459
C 0.050 -1.081 3.234
C 0.987 -0.958 2.171
C 2.286 -0.989 2.670
C 3.397 -1.191 1.775
C 4.746 -1.246 2.111
C 5.674 -1.473 1.111
C 5.240 -1.642 -0.200
C 3.886 -1.605 -0.459
N 2.986 -1.389 0.505
H 0.153 -1.218 5.420
H -1.019 -1.159 3.098
H 5.047 -1.120 3.142
H 6.730 -1.522 1.343
H 5.938 -1.806 -1.007
H 3.504 -1.754 -1.460
C -3.167 -1.049 0.237
C -3.580 0.319 -0.312
As -2.510 1.857 0.304
C -2.950 1.759 2.209
C -4.204 1.358 2.672
C -4.488 1.349 4.029
C -3.517 1.729 4.946
C -2.260 2.099 4.499
C -1.981 2.110 3.141
C -3.784 3.237 -0.287
C -3.638 3.711 -1.589
C -4.467 4.713 -2.072
C -5.447 5.254 -1.253
C -5.593 4.792 0.047
C -4.758 3.796 0.535
As -1.493 -1.856 -0.494
C -1.993 -3.714 -0.234
C -2.490 -4.120 1.003
C -2.801 -5.452 1.225
C -2.607 -6.386 0.215
C -2.111 -5.986 -1.017
C -1.806 -4.651 -1.245
C -1.832 -1.676 -2.395
C -3.120 -1.919 -2.870
C -3.384 -1.852 -4.227
C -2.360 -1.559 -5.118
C -1.073 -1.336 -4.652
C -0.810 -1.388 -3.291
H -3.943 -1.782 0.006
H -3.072 -1.001 1.325
H -4.602 0.550 -0.007
H -3.572 0.288 -1.403
H -4.977 1.056 1.975
H -5.470 1.050 4.373
H -3.743 1.729 6.004
H -1.490 2.380 5.206
H -0.990 2.383 2.804
H -2.859 3.298 -2.224
H -4.344 5.075 -3.084
H -6.094 6.039 -1.621
H -6.356 5.209 0.692
H -4.852 3.473 1.563
H -2.638 -3.389 1.791
H -3.194 -5.760 2.184
H -2.840 -7.427 0.392
H -1.966 -6.712 -1.805
H -1.436 -4.338 -2.214
H -3.913 -2.176 -2.177
H -4.387 -2.037 -4.587
H -2.568 -1.507 -6.178
H -0.273 -1.138 -5.352
H 0.198 -1.225 -2.928
S 1.130 0.541 -1.041
Sb 1.603 2.813 -0.381
C 3.731 2.826 -0.357
C 4.398 2.020 0.559
C 5.780 2.083 0.645
C 6.487 2.949 -0.178
C 5.816 3.751 -1.091
C 4.433 3.690 -1.187
C 1.068 3.793 -2.185
C 1.402 3.149 -3.372
C 1.197 3.805 -4.575
C 0.662 5.087 -4.585
C 0.308 5.708 -3.395
C 0.513 5.066 -2.183
C 1.136 3.920 1.404
C -0.055 4.624 1.489
C -0.354 5.291 2.667
C 0.533 5.259 3.734
C 1.743 4.588 3.615
C 2.050 3.904 2.448
H 3.839 1.344 1.196
H 6.303 1.469 1.366
H 7.565 2.998 -0.106
H 6.367 4.435 -1.722
H 3.908 4.311 -1.903
H 1.816 2.148 -3.356
H 1.467 3.320 -5.504
H 0.530 5.607 -5.524
H -0.117 6.702 -3.406
H 0.253 5.560 -1.255
H -0.740 4.669 0.654
H -1.286 5.836 2.743
H 0.283 5.768 4.655
H 2.455 4.595 4.429
H 2.991 3.377 2.360
O 1.214 -3.170 -1.172
C 1.079 -3.931 -0.169
O 0.764 -3.384 0.937
C 1.349 -5.376 -0.228
C 0.752 -6.251 0.676
C 1.065 -7.599 0.633
C 2.028 -8.062 -0.253
C 2.643 -7.167 -1.113
C 2.287 -5.833 -1.144
N 3.731 -7.629 -1.987
O 4.383 -6.771 -2.552
O 3.912 -8.824 -2.069
H 0.045 -5.868 1.398
H 0.583 -8.293 1.306
H 2.324 -9.101 -0.278
H 2.748 -5.158 -1.851

## Properties
highest occupied orbital energy (alpha / beta)	-12.66 / -12.66	eV
ΔE to the lowest compared entry with this formula, charge and spin	0.0	kJ/mol
⟨S²⟩	0.766
2S+1	2
total charge	+2
maximum force	0.033	hartree/bohr
LUMO level (alpha / beta)	-7.6 / -7.3	eV

# H18HfO10

A molecular structure, H18HfO10 (ωB97M-V with the def2-TZVPD basis set, the Open Molecules 2025 dataset).

Geometry (Å):
Hf 0.930 -0.218 1.935
O 0.983 -0.261 -0.025
H 0.779 0.264 -0.819
O 2.818 -0.043 2.336
H 3.733 0.328 2.548
O -1.536 2.265 0.275
H -2.307 2.379 0.782
H -1.659 1.376 -0.086
O 0.381 0.036 -3.515
H -0.125 -0.695 -3.177
H 0.148 -0.044 -4.413
O -1.145 -0.610 1.835
H -1.644 -0.827 1.036
H -1.738 -0.624 2.613
O 0.681 1.839 1.975
H 0.882 2.377 2.738
H -0.020 2.332 1.517
O 1.955 -2.762 -1.171
H 1.896 -2.670 -2.077
H 1.614 -1.934 -0.811
O -2.161 -0.237 -0.568
H -1.918 -0.844 -1.273
H -3.114 -0.016 -0.599
O -1.190 2.386 -2.646
H -0.597 1.724 -2.872
H -1.114 2.461 -1.706
O 1.031 -2.288 1.940
H 0.630 -2.918 2.560
H 1.804 -2.763 1.682

## Properties
highest occupied orbital energy	-16.26	eV
total charge	+2
maximum force	0.102	hartree/bohr
LUMO level	-8.5	eV

# C5H13O2

2 unconnected molecules or ions with the total composition C5H13O2 (ωB97M-V with the def2-TZVPD basis set, the Open Molecules 2025 dataset).

Geometry (Å):
C -0.011 0.069 1.608
O -1.306 -0.225 1.908
C 0.132 1.125 0.491
C 1.468 1.053 -0.233
C 1.555 0.042 -1.391
C 0.550 0.298 -2.530
H 0.547 0.488 2.478
H 0.585 -0.835 1.342
H -0.020 2.110 0.944
H -0.724 1.115 -0.186
H 2.286 0.778 0.445
H 1.795 2.022 -0.635
H 1.603 -0.999 -1.088
H 2.553 0.179 -1.841
H 0.267 -0.629 -3.035
H 0.935 0.924 -3.340
H -0.317 0.801 -2.110
H -2.212 -2.040 -0.423
H -1.832 -1.169 1.044
O -2.134 -2.097 0.541

## Properties
highest occupied orbital energy	-3.34	eV
ΔE to the lowest compared entry with this formula, charge and spin	49.8	kJ/mol
total charge	-1
maximum force	0.029	hartree/bohr
LUMO level	3.8	eV

# C3H10NOS

2 unconnected molecules or ions with the total composition C3H10NOS (ωB97M-V with the def2-TZVPD basis set, the Open Molecules 2025 dataset).

Geometry (Å):
C 2.241 -0.603 0.224
S 1.457 1.014 -0.308
H 1.287 -1.296 0.352
H 2.960 -0.880 -0.599
H 2.758 -0.456 1.220
H 2.509 1.541 -0.948
C -1.103 -0.827 0.724
O -0.317 -1.930 0.452
C -1.770 -0.157 -0.481
N -2.269 1.222 -0.179
H -1.949 -1.052 1.440
H -0.492 -0.075 1.246
H -1.066 -0.217 -1.324
H -2.620 -0.796 -0.812
H -1.553 1.895 0.069
H -2.934 1.514 -0.882

## Properties
highest occupied orbital energy	-2.67	eV
ΔE to the lowest compared entry with this formula, charge and spin	224.0	kJ/mol
total charge	-1
maximum force	0.028	hartree/bohr
LUMO level	3.3	eV

# C4H5O3S2

A gas-phase ion, C4H5O3S2 (charge -1) (ωB97M-V with the def2-TZVPD basis set, the Open Molecules 2025 dataset).

Geometry (Å):
C -1.813 -1.403 0.096
C -1.413 0.129 0.114
C -0.244 0.631 -0.252
S 1.089 -0.449 -0.271
O 1.111 -1.397 -1.321
O 1.593 -0.859 1.012
O 2.158 0.842 -0.636
C 1.760 1.907 0.000
S 1.956 3.415 -0.548
H -2.272 -1.702 1.079
H -2.434 -1.584 -0.714
H -0.914 -1.945 -0.009
H -2.191 0.794 0.366
H 1.613 1.621 1.083

## Properties
highest occupied orbital energy	-3.89	eV
ΔE to the lowest compared entry with this formula, charge and spin	130.6	kJ/mol
total charge	-1
SMILES	CC=C=[S@](=O)([O-])OC=S
maximum force	0.076	hartree/bohr
LUMO level	3.5	eV

# C25H21I2IrN2OPSe2

A molecular structure, C25H21I2IrN2OPSe2 (ωB97M-V with the def2-TZVPD basis set, the Open Molecules 2025 dataset).

Geometry (Å):
Ir 0.400 0.633 0.238
I -2.383 2.879 -6.660
C -2.057 2.210 -4.695
C -2.733 2.811 -3.637
C -2.491 2.357 -2.368
I -3.358 3.251 -0.683
C -1.570 1.292 -2.070
O -1.440 0.957 -0.855
C -0.856 0.732 -3.183
C 0.264 -0.279 -3.040
N 0.396 -0.885 -1.720
C 1.603 -1.699 -1.532
C 1.643 -2.209 -0.111
C 2.082 -3.486 0.213
C 2.010 -3.915 1.530
C 1.497 -3.056 2.490
C 1.133 -1.781 2.102
N 1.219 -1.368 0.839
C -1.127 1.192 -4.453
H -3.422 3.624 -3.810
H 1.203 0.239 -3.273
H 0.124 -1.047 -3.815
H -0.422 -1.469 -1.551
H 2.480 -1.066 -1.718
H 1.649 -2.548 -2.225
H 2.449 -4.144 -0.559
H 2.337 -4.905 1.802
H 1.378 -3.361 3.517
H 0.762 -1.068 2.827
H -0.593 0.769 -5.290
Se 0.792 1.843 2.518
P 1.361 3.576 1.247
Se 1.496 2.742 -0.823
C 2.970 4.266 1.730
C 4.068 4.189 0.883
C 5.267 4.753 1.280
C 5.367 5.369 2.519
C 4.274 5.411 3.371
C 3.065 4.865 2.983
C 0.100 4.881 1.387
C 0.274 6.063 0.668
C -0.678 7.062 0.777
C -1.775 6.893 1.611
C -1.929 5.724 2.340
C -0.999 4.709 2.218
H 3.972 3.707 -0.084
H 6.121 4.707 0.625
H 6.297 5.828 2.815
H 4.361 5.872 4.340
H 2.200 4.909 3.630
H 1.146 6.187 0.037
H -0.562 7.978 0.217
H -2.510 7.677 1.696
H -2.771 5.606 3.003
H -1.126 3.786 2.769

## Properties
highest occupied orbital energy (alpha / beta)	-13.36 / -13.22	eV
⟨S²⟩	0.769
2S+1	2
total charge	+2
maximum force	0.065	hartree/bohr
LUMO level (alpha / beta)	-8.8 / -8.7	eV

# C5H8N

A gas-phase ion, C5H8N (charge +1) (ωB97M-V with the def2-TZVPD basis set, the Open Molecules 2025 dataset).

Geometry (Å):
C -2.987 0.269 0.071
C -1.772 -0.144 -0.059
C -0.687 -0.836 -0.076
C 0.601 -0.514 -0.388
C 1.426 0.727 -0.494
N 1.597 -0.243 0.611
H -3.548 0.584 -0.826
H -3.285 0.808 0.948
H -0.718 -1.875 0.014
H 1.019 -1.178 -1.208
H 2.155 0.729 -1.226
H 0.981 1.672 -0.219
H 1.365 0.066 1.485
H 2.336 -0.903 0.601

## Properties
highest occupied orbital energy	-14.33	eV
ΔE to the lowest compared entry with this formula, charge and spin	366.9	kJ/mol
total charge	+1
SMILES	C=C=C[C@H]1C[NH2+]1
maximum force	0.114	hartree/bohr
LUMO level	-3.5	eV

# C21H23N3O3S

A single C21H23N3O3S molecule (ωB97M-V with the def2-TZVPD basis set, the Open Molecules 2025 dataset).

Geometry (Å):
C -2.123 -3.096 0.867
C -3.388 -2.477 0.268
C -3.774 -3.098 -1.075
O -3.366 -1.055 0.248
C -2.498 -0.306 -0.485
C -2.661 1.073 -0.322
C -1.843 1.967 -0.976
C -0.835 1.521 -1.824
C 0.112 2.487 -2.477
C 1.232 2.878 -1.490
C 1.932 1.654 -1.029
N 2.813 0.997 -1.724
N 3.133 -0.129 -1.064
C 2.425 -0.151 0.031
S 2.521 -1.401 1.228
C 3.951 -2.259 0.511
C 5.050 -1.267 0.186
O 5.344 -0.316 0.855
O 5.706 -1.637 -0.911
N 1.641 0.964 0.128
C 0.773 1.297 1.183
C 0.851 2.550 1.780
C -0.023 2.873 2.802
C -0.961 1.952 3.236
C -1.012 0.694 2.661
C -0.145 0.361 1.638
C -0.682 0.155 -1.992
C -1.497 -0.754 -1.339
H -2.307 -4.146 1.079
H -1.869 -2.593 1.797
H -1.272 -3.028 0.196
H -4.213 -2.665 0.970
H -4.057 -4.136 -0.920
H -4.624 -2.564 -1.493
H -2.961 -3.068 -1.794
H -3.442 1.417 0.338
H -1.988 3.027 -0.827
H -0.416 3.392 -2.782
H 0.567 2.030 -3.356
H 1.951 3.525 -1.993
H 0.795 3.406 -0.643
H 4.294 -2.963 1.269
H 3.649 -2.786 -0.392
H 6.368 -0.971 -1.151
H 1.606 3.254 1.463
H 0.035 3.847 3.264
H -1.644 2.212 4.031
H -1.735 -0.030 3.004
H -0.179 -0.615 1.181
H 0.097 -0.216 -2.644
H -1.326 -1.803 -1.510

## Properties
highest occupied orbital energy	-8.28	eV
ΔE to the lowest compared entry with this formula, charge and spin	123.9	kJ/mol
SMILES	CC(C)Oc1ccc(CCc2nnc(SCC(=O)O)n2-c2ccccc2)cc1
maximum force	0.024	hartree/bohr
LUMO level	0.6	eV